{
  "formula": "C19H25N2O4Re",
  "method": "wB97M-V/def2-TZVPD",
  "lumo_energy_ev": [-3.0, -3.1],
  "s2": 0.759,
  "gap_ev": [6.5, 6.5],
  "total_charge": 1,
  "spin_multiplicity": 2,
  "symbols": ["Re", "C", "O", "C", "C", "O", "C", "C", "O", "C", "H", "H", "H", "H", "H", "H", "H", "H", "H", "H", "H", "H", "H", "H", "N", "C", "O", "C", "C", "C", "N", "C", "C", "H", "H", "H", "H", "H", "H", "C", "C", "C", "C", "C", "C", "C", "H", "H", "H", "H", "H"],
  "xyz": [[-0.452, 0.141, 0.026], [-1.431, -0.150, 2.969], [-0.527, 0.637, 2.166], [-0.727, 2.046, 2.348], [0.248, 2.768, 1.453], [-0.090, 2.322, 0.143], [0.575, 2.837, -1.006], [-0.159, 2.213, -2.166], [-0.047, 0.788, -2.040], [-0.749, 0.089, -3.087], [-1.240, 0.050, 4.025], [-1.238, -1.191, 2.736], [-2.460, 0.100, 2.709], [-0.552, 2.301, 3.395], [-1.756, 2.297, 2.078], [1.276, 2.479, 1.694], [0.155, 3.852, 1.539], [1.624, 2.523, -1.003], [0.531, 3.927, -1.034], [0.281, 2.524, -3.116], [-1.216, 2.489, -2.145], [-0.290, 0.323, -4.049], [-1.799, 0.384, -3.082], [-0.670, -0.971, -2.871], [6.668, -1.574, -0.288], [5.966, -1.061, 0.747], [6.441, -0.860, 1.844], [4.506, -0.741, 0.497], [3.906, -0.670, -0.751], [2.553, -0.401, -0.834], [1.780, -0.205, 0.244], [2.375, -0.250, 1.450], [3.719, -0.506, 1.615], [7.629, -1.823, -0.123], [6.265, -1.778, -1.182], [4.460, -0.801, -1.671], [2.051, -0.348, -1.791], [1.726, -0.083, 2.299], [4.168, -0.538, 2.597], [-2.039, -0.527, -0.172], [-3.286, -1.252, -0.354], [-4.348, -0.660, -1.042], [-5.535, -1.352, -1.225], [-5.678, -2.633, -0.708], [-4.630, -3.226, -0.016], [-3.436, -2.544, 0.154], [-4.236, 0.347, -1.425], [-6.352, -0.891, -1.765], [-6.608, -3.169, -0.843], [-4.743, -4.225, 0.384], [-2.607, -3.005, 0.677]]
}

{
  "formula": "C55H125N7O11",
  "method": "wB97M-V/def2-TZVPD",
  "lumo_energy_ev": 0.5,
  "smiles": "CC1(C)CCCC(C)(C)N1O.CC1(C)CCCC(C)(C)N1O.CC1(C)CCCC(C)(C)N1O.CC1(C)CCCC(C)(C)N1O.COCCNCCOC.COCCNCCOC.COCCNCCOC.CO",
  "gap_ev": 8.4,
  "spin_multiplicity": 1,
  "symbols": ["C", "C", "C", "C", "C", "C", "C", "C", "C", "N", "O", "H", "H", "H", "H", "H", "H", "H", "H", "H", "H", "H", "H", "H", "H", "H", "H", "H", "H", "H", "C", "C", "C", "C", "C", "C", "C", "C", "C", "N", "O", "H", "H", "H", "H", "H", "H", "H", "H", "H", "H", "H", "H", "H", "H", "H", "H", "H", "H", "H", "C", "C", "C", "C", "C", "C", "C", "C", "C", "N", "O", "H", "H", "H", "H", "H", "H", "H", "H", "H", "H", "H", "H", "H", "H", "H", "H", "H", "H", "H", "C", "C", "C", "C", "C", "C", "C", "C", "C", "N", "O", "H", "H", "H", "H", "H", "H", "H", "H", "H", "H", "H", "H", "H", "H", "H", "H", "H", "H", "H", "C", "O", "C", "C", "N", "C", "C", "O", "C", "H", "H", "H", "H", "H", "H", "H", "H", "H", "H", "H", "H", "H", "H", "H", "C", "O", "C", "C", "N", "C", "C", "O", "C", "H", "H", "H", "H", "H", "H", "H", "H", "H", "H", "H", "H", "H", "H", "H", "C", "O", "C", "C", "N", "C", "C", "O", "C", "H", "H", "H", "H", "H", "H", "H", "H", "H", "H", "H", "H", "H", "H", "H", "C", "O", "H", "H", "H", "H"],
  "xyz": [[2.418, 0.243, -0.715], [0.967, 0.192, -0.061], [1.098, 0.160, 1.479], [0.251, 1.442, -0.537], [-1.255, 1.543, -0.405], [-1.905, 0.258, -1.044], [-1.208, -1.094, -0.563], [-1.812, -1.390, 0.865], [-1.721, -2.174, -1.521], [0.243, -0.952, -0.628], [0.868, -2.144, -0.397], [2.350, 0.581, -1.749], [3.104, 0.872, -0.147], [2.929, -0.716, -0.793], [1.831, 0.854, 1.892], [0.171, 0.308, 2.033], [1.529, -0.821, 1.676], [0.751, 2.323, -0.136], [0.281, 1.576, -1.619], [-1.421, 1.626, 0.669], [-1.763, 2.466, -0.686], [-2.017, 0.264, -2.128], [-2.926, 0.197, -0.669], [-2.839, -1.742, 0.958], [-1.734, -0.514, 1.509], [-1.073, -2.032, 1.344], [-1.133, -3.091, -1.563], [-1.659, -1.728, -2.513], [-2.780, -2.414, -1.429], [0.942, -2.510, -1.282], [1.249, 4.053, 5.939], [0.273, 4.947, 5.178], [-1.141, 4.853, 5.874], [0.841, 6.375, 5.276], [0.462, 7.392, 4.204], [0.780, 6.759, 2.836], [-0.020, 5.365, 2.639], [-1.546, 5.591, 2.454], [0.581, 4.782, 1.332], [0.300, 4.456, 3.787], [-0.190, 3.139, 3.617], [1.115, 4.216, 7.008], [0.860, 3.037, 6.000], [2.220, 4.093, 5.445], [-1.615, 3.877, 5.767], [-1.203, 5.165, 6.917], [-1.849, 5.572, 5.462], [0.438, 6.686, 6.240], [1.927, 6.320, 5.349], [-0.614, 7.558, 4.269], [1.086, 8.284, 4.253], [1.826, 6.493, 2.984], [0.577, 7.450, 2.019], [-1.700, 6.286, 1.628], [-2.079, 6.145, 3.226], [-2.196, 4.732, 2.286], [0.970, 5.602, 0.729], [-0.122, 4.200, 0.735], [1.517, 4.244, 1.480], [0.501, 2.916, 2.988], [-6.499, -1.353, 0.639], [-6.761, -2.710, -0.072], [-5.602, -3.693, 0.328], [-8.161, -3.249, 0.413], [-8.791, -4.217, -0.610], [-8.832, -3.607, -2.038], [-7.493, -3.195, -2.614], [-6.740, -4.537, -2.984], [-7.831, -2.404, -3.916], [-6.765, -2.449, -1.578], [-5.498, -2.029, -2.018], [-7.198, -0.612, 0.252], [-6.550, -1.468, 1.722], [-5.487, -1.051, 0.369], [-4.654, -3.174, 0.184], [-5.692, -4.069, 1.347], [-5.622, -4.636, -0.218], [-7.863, -3.784, 1.315], [-8.820, -2.435, 0.717], [-8.111, -5.068, -0.660], [-9.772, -4.594, -0.319], [-9.509, -2.753, -2.074], [-9.363, -4.356, -2.626], [-6.982, -5.455, -2.449], [-5.672, -4.320, -2.970], [-7.043, -4.863, -3.979], [-8.171, -1.411, -3.622], [-8.640, -2.906, -4.447], [-6.904, -2.344, -4.487], [-5.649, -1.085, -2.106], [5.879, 1.421, 1.241], [6.521, 0.357, 0.398], [6.012, -1.022, 0.751], [6.181, 0.834, -1.038], [7.090, 0.215, -2.116], [8.561, 0.617, -1.840], [8.993, 0.120, -0.461], [9.256, -1.407, -0.485], [10.298, 0.824, -0.240], [7.965, 0.552, 0.549], [8.445, 0.456, 1.880], [4.931, 1.048, 1.628], [6.328, 1.498, 2.231], [5.948, 2.446, 0.876], [6.324, -1.748, 0.000], [6.562, -1.349, 1.633], [4.925, -1.088, 0.801], [5.125, 0.612, -1.190], [6.329, 1.907, -1.152], [7.004, -0.867, -2.220], [6.663, 0.543, -3.064], [8.657, 1.700, -1.916], [9.091, 0.147, -2.669], [9.537, -1.706, 0.525], [9.987, -1.850, -1.161], [8.350, -1.939, -0.775], [10.653, 0.801, 0.791], [10.333, 1.897, -0.430], [11.079, 0.364, -0.844], [8.479, 1.390, 2.100], [-1.645, -0.328, 4.749], [-0.370, -0.715, 5.105], [-0.360, -2.094, 5.613], [1.031, -2.289, 6.222], [1.999, -2.225, 5.118], [3.411, -2.295, 5.462], [4.182, -2.030, 4.111], [3.817, -0.819, 3.383], [4.169, 0.402, 4.061], [-2.057, -0.935, 3.942], [-1.677, 0.719, 4.450], [-2.335, -0.362, 5.592], [-0.645, -2.865, 4.898], [-1.031, -2.133, 6.471], [0.996, -3.238, 6.758], [1.331, -1.507, 6.918], [1.689, -1.417, 4.597], [3.720, -3.258, 5.868], [3.628, -1.449, 6.115], [4.016, -2.856, 3.420], [5.268, -1.993, 4.195], [3.735, 1.221, 3.488], [5.203, 0.660, 4.289], [3.637, 0.229, 4.996], [-3.668, -0.681, -5.132], [-4.319, 0.466, -4.554], [-4.607, 1.527, -5.457], [-4.115, 2.808, -4.811], [-4.299, 3.954, -5.690], [-3.849, 5.271, -5.137], [-2.347, 5.299, -4.756], [-2.197, 4.630, -3.480], [-1.185, 5.162, -2.584], [-2.837, -0.346, -5.754], [-4.293, -1.288, -5.786], [-3.293, -1.351, -4.359], [-5.680, 1.437, -5.630], [-4.147, 1.339, -6.427], [-3.036, 2.689, -4.719], [-4.666, 3.012, -3.893], [-5.292, 3.980, -5.873], [-4.419, 5.334, -4.210], [-4.099, 6.185, -5.677], [-2.075, 6.350, -4.659], [-1.625, 4.894, -5.465], [-0.212, 5.070, -3.067], [-1.116, 4.835, -1.546], [-1.328, 6.240, -2.511], [1.020, -1.435, -6.479], [1.773, -2.118, -5.516], [1.872, -1.576, -4.182], [2.382, -2.727, -3.307], [1.244, -3.673, -2.931], [1.670, -4.884, -2.298], [0.540, -5.760, -1.853], [-0.253, -6.225, -2.935], [-1.212, -5.343, -3.553], [-0.032, -1.710, -6.392], [1.547, -1.627, -7.414], [1.167, -0.370, -6.299], [0.936, -1.156, -3.814], [2.624, -0.790, -4.250], [2.617, -2.229, -2.366], [3.254, -3.149, -3.808], [0.694, -3.973, -3.723], [2.213, -4.793, -1.357], [2.185, -5.412, -3.100], [-0.138, -5.199, -1.211], [0.935, -6.635, -1.336], [-0.821, -4.383, -3.891], [-2.060, -5.034, -2.942], [-1.664, -5.830, -4.417], [0.499, -4.103, 2.303], [1.363, -4.500, 3.351], [0.518, -3.044, 2.047], [0.578, -4.628, 1.351], [-0.517, -4.279, 2.657], [1.499, -3.774, 3.964]]
}

{
  "formula": "C36H63BBrF4N9O6PRbS2Si",
  "method": "wB97M-V/def2-TZVPD",
  "lumo_energy_ev": 3.1,
  "gap_ev": 5.5,
  "total_charge": -2,
  "spin_multiplicity": 1,
  "symbols": ["Rb", "C", "C", "N", "N", "C", "N", "S", "C", "C", "C", "C", "C", "N", "H", "H", "H", "H", "H", "H", "H", "H", "H", "C", "C", "C", "C", "C", "C", "C", "S", "O", "O", "N", "C", "C", "O", "O", "H", "H", "H", "H", "H", "H", "H", "H", "H", "O", "H", "H", "O", "H", "H", "N", "C", "H", "F", "B", "F", "F", "F", "C", "N", "C", "N", "C", "N", "C", "P", "C", "C", "H", "H", "H", "H", "H", "H", "H", "H", "H", "H", "H", "H", "H", "C", "C", "C", "C", "Si", "Br", "C", "C", "C", "C", "C", "C", "C", "C", "H", "H", "H", "H", "H", "H", "H", "H", "H", "H", "H", "H", "H", "H", "H", "H", "H", "H", "H", "H", "H", "H", "H", "H", "H", "H", "H"],
  "xyz": [[-0.073, 1.091, 0.065], [-1.073, 5.651, -2.133], [-0.151, 4.895, -1.215], [-0.494, 4.448, -0.052], [-1.779, 4.495, 0.292], [-2.014, 4.469, 1.594], [-3.167, 3.839, 1.947], [-0.998, 5.134, 2.818], [1.224, 4.602, -1.638], [1.894, 5.387, -2.584], [3.176, 5.029, -2.973], [3.767, 3.905, -2.416], [3.028, 3.173, -1.489], [1.791, 3.494, -1.132], [-2.097, 5.487, -1.804], [-0.970, 5.321, -3.174], [-0.876, 6.728, -2.109], [-3.360, 3.028, 1.372], [-3.264, 3.697, 2.936], [1.423, 6.277, -2.983], [3.713, 5.632, -3.698], [4.763, 3.582, -2.686], [3.447, 2.279, -1.041], [-8.208, -2.565, -1.199], [-6.970, -1.901, -0.654], [-7.049, -0.969, 0.376], [-5.904, -0.365, 0.878], [-4.664, -0.691, 0.354], [-4.567, -1.617, -0.676], [-5.716, -2.214, -1.172], [-3.209, 0.168, 0.946], [-3.412, 0.391, 2.370], [-2.103, -0.766, 0.688], [-3.134, 1.514, 0.201], [-3.692, 1.757, -1.113], [-2.991, 1.157, -2.340], [-3.298, 1.632, -3.465], [-2.123, 0.265, -2.146], [-9.110, -2.114, -0.785], [-8.223, -3.630, -0.956], [-8.254, -2.478, -2.287], [-8.019, -0.712, 0.789], [-5.958, 0.357, 1.684], [-3.593, -1.855, -1.082], [-5.637, -2.934, -1.980], [-3.683, 2.840, -1.266], [-4.747, 1.451, -1.190], [1.525, -2.228, -2.980], [0.769, -2.312, -2.370], [2.271, -1.918, -2.445], [-1.000, -2.161, -1.539], [-1.160, -1.986, -0.597], [-1.414, -1.361, -1.920], [1.498, 3.448, 2.301], [2.189, 2.567, 1.990], [0.717, 4.127, 2.388], [4.893, 0.659, -1.111], [4.236, -0.583, -1.097], [2.952, -0.464, -0.516], [4.071, -1.036, -2.433], [4.990, -1.521, -0.377], [1.146, 2.653, -5.614], [-0.244, 2.582, -5.012], [-1.096, 1.574, -5.788], [-0.437, 0.316, -5.880], [0.896, 0.464, -6.444], [1.751, 1.367, -5.679], [2.060, 0.813, -4.338], [0.564, 0.514, -3.265], [-0.164, 2.200, -3.563], [-0.409, -0.379, -4.577], [1.730, 3.329, -4.987], [1.029, 3.069, -6.619], [-0.695, 3.494, -5.075], [-1.236, 2.008, -6.782], [-2.038, 1.492, -5.235], [0.803, 0.857, -7.462], [1.373, -0.515, -6.481], [2.753, 1.487, -3.829], [2.579, -0.138, -4.460], [0.456, 2.945, -3.068], [-1.178, 2.248, -3.179], [-1.429, -0.491, -4.216], [0.045, -1.361, -4.705], [-0.892, -2.270, 4.649], [0.580, -2.297, 5.098], [0.773, -3.466, 6.075], [0.815, -0.987, 5.865], [1.788, -2.418, 3.603], [0.988, -0.987, 2.088], [1.747, -4.137, 2.730], [0.309, -4.672, 2.651], [2.244, -4.045, 1.276], [2.604, -5.170, 3.477], [3.571, -1.803, 3.989], [4.125, -2.440, 5.273], [3.625, -0.272, 4.137], [4.522, -2.141, 2.831], [-1.524, -2.155, 5.537], [-1.200, -3.182, 4.144], [-1.106, -1.435, 3.982], [0.126, -3.316, 6.948], [1.801, -3.543, 6.436], [0.500, -4.423, 5.628], [0.052, -0.893, 6.645], [0.726, -0.117, 5.212], [1.790, -0.959, 6.352], [-0.360, -3.958, 2.168], [-0.097, -4.923, 3.631], [0.307, -5.588, 2.049], [1.604, -3.398, 0.676], [2.212, -5.047, 0.833], [3.260, -3.672, 1.185], [2.309, -5.280, 4.523], [3.665, -4.916, 3.450], [2.489, -6.148, 2.995], [3.572, -2.126, 6.161], [5.166, -2.125, 5.407], [4.114, -3.532, 5.237], [3.008, 0.106, 4.949], [3.322, 0.236, 3.221], [4.662, 0.017, 4.345], [4.680, -3.214, 2.718], [5.499, -1.690, 3.037], [4.182, -1.733, 1.878]]
}

Total energy / eV: -33399.539 -92001.796 -185143.232